[1]
The following is a DFT calculation (ωB97M-V with the def2-TZVPD basis set) of a structure of composition C4H9FIrO2 at a distorted geometry.

The geometry in ORCA input format:
```
! RIJCOSX wB97M-V def2-TZVPD def2/J DEFGRID3
* xyz 1 5
F -0.4550 0.4495 2.6145
C 2.4446 -1.0442 0.7989
O 2.2575 -0.8109 -0.6279
C 1.1392 -1.4431 -1.1937
C -0.1699 -0.6658 -1.0770
O -0.6963 -0.6308 0.2263
H 3.2074 -0.3059 1.1019
H 2.9376 -2.0332 0.9115
H 1.0099 -2.4541 -0.7585
H 1.3466 -1.5706 -2.2688
H -0.9070 -1.1510 -1.7462
H -0.0038 0.3537 -1.4777
Ir 0.5560 -0.7845 1.6402
C -1.6675 1.0339 1.3800
H -2.4544 0.5067 1.9362
H -2.1899 1.9714 1.6080
H -1.1587 1.5952 0.5851
*
```

Computed properties:
LUMO energy (alpha / beta), eV: -5.73 / -6.70

[2]
The following is a DFT calculation (ωB97M-V with the def2-TZVPD basis set) of a structure of composition C21H36AlBBeCl6N3O9 at a distorted geometry.

The geometry in ORCA input format:
```
! RIJCOSX wB97M-V def2-TZVPD def2/J DEFGRID3
* xyz 1 1
C 3.8050 -2.6563 2.9982
C 3.7741 -1.1262 2.6577
C 3.1029 -0.9372 1.2202
O 1.6890 -0.6714 1.3736
C 1.0443 -1.8704 0.9000
C -0.4983 -1.7260 1.1480
C -1.3020 -2.6887 1.7172
B -0.6523 -4.0650 2.1502
N -0.1671 -4.1721 3.5669
O -0.4921 -5.1772 1.3623
C -2.7800 -2.3705 1.9401
O -3.6340 -3.1783 1.8440
C -3.0361 -0.8957 2.3465
C -2.2733 0.0548 1.7939
C -2.4957 1.5175 2.2213
C -1.2205 -0.3853 0.7553
O -1.0171 0.1970 -0.2403
H 2.7480 -3.0230 3.0956
H 4.3579 -3.1997 2.1957
H 4.2719 -2.8400 4.0369
H 4.7711 -0.6529 2.6941
H 3.0857 -0.6175 3.3623
H 3.6057 -0.0756 0.6854
H 3.3027 -1.8270 0.5859
H 1.3170 -1.9271 -0.1591
H 1.5275 -2.7032 1.4630
H -0.9967 -3.9269 4.1254
H 0.4457 -3.3600 3.7182
H 0.1264 -5.7041 1.8885
H -3.8212 -0.6074 3.1254
H -3.1474 2.0898 1.5405
H -1.4749 1.9799 2.3405
H -2.9332 1.4756 3.2587
Cl -0.5732 -2.4588 -1.1145
O 0.6986 5.1395 -3.5250
C 0.0764 4.1249 -3.6825
O -0.0720 3.2605 -2.6571
C -0.9424 2.1222 -2.6808
C -0.2642 0.9253 -3.3125
C -0.4704 3.7527 -5.0385
H -1.8934 2.3657 -3.1600
H -1.1691 1.8982 -1.6426
H -0.0058 1.1147 -4.3554
H -0.9134 0.0496 -3.2707
H 0.6666 0.6989 -2.7898
H 0.3174 3.2754 -5.6213
H -0.7856 4.6653 -5.5419
H -1.3427 3.1036 -5.0021
C -2.9735 6.0934 -2.5173
C -4.3573 5.4741 -2.3532
C -4.6374 4.3657 -3.3723
C -4.5679 4.9030 -4.7482
N -4.5142 5.3209 -5.8091
H -2.8622 6.5779 -3.4889
H -2.8056 6.8550 -1.7547
H -2.1908 5.3365 -2.4189
H -5.1111 6.2593 -2.4451
H -4.4472 5.0598 -1.3458
H -5.6305 3.9449 -3.2084
H -3.9076 3.5598 -3.2711
N 2.3743 -6.2661 0.9613
H 3.3224 -6.6431 0.9209
H 1.6956 -7.0326 0.8644
H 2.2233 -5.7823 1.8531
H 2.2425 -5.5889 0.1790
C 3.4211 -5.5864 -2.1493
O 4.5089 -5.0615 -2.3595
O 2.3447 -4.9638 -1.9192
O 3.2090 -6.8325 -2.1134
C 3.0213 3.3512 1.6486
Cl 3.5158 4.7957 2.5277
Cl 4.2850 2.1223 1.6849
Cl 1.5385 2.6673 2.3261
H 2.8356 3.6285 0.6166
Be -1.7785 3.4326 3.7470
Al 3.9192 -6.7988 3.1206
Cl 5.2690 -1.9994 5.4115
Cl -4.2723 0.0255 4.9061
*
```

Computed properties:
Energy relative to the best compared isomer or geometry (same formula, charge and spin), kcal per mole: 114.5
LUMO energy, eV: -8.31

[3]
The following is a DFT calculation (ωB97M-V with the def2-TZVPD basis set) of a structure of composition C6H8S at a distorted geometry.

The geometry in ORCA input format:
```
! RIJCOSX wB97M-V def2-TZVPD def2/J DEFGRID3
* xyz 0 1
C 0.2616 -0.0800 -0.1224
C -0.0845 1.1755 0.0194
C 1.7324 0.3471 -0.0860
C -0.5747 -1.2859 -0.2675
C 1.2506 1.8209 0.0727
C -1.9941 -1.0033 0.2860
S -2.6295 0.6656 -0.0624
H 2.2824 -0.0467 0.7655
H 2.2617 0.1699 -1.0195
H -0.6436 -1.5629 -1.3248
H -0.1487 -2.1374 0.2753
H 1.4979 2.4823 -0.7541
H 1.4939 2.2949 1.0197
H -2.6981 -1.6999 -0.1712
H -2.0073 -1.1401 1.3694
*
```

Computed properties:
Energy relative to the best compared isomer or geometry (same formula, charge and spin), kcal per mole: 83.8
LUMO energy (alpha / beta), eV: -0.65 / -0.67